Molecular formula: C5H7NO
Method: DFT, ωB97M-V/def2-TZVPD

Orbital gap   8.30 eV
Lowest unoccupied orbital energy   0.46 eV
Energy relative to the best compared isomer or geometry (same formula, charge and spin)   4.2413 eV
Energy   -324.568602 Ha

```
! wB97M-V def2-TZVPD RIJCOSX def2/J DEFGRID3
* xyz 0 1
C 0.59 -0.76 -0.96
C 0.74 0.10 -1.99
C 0.42 1.78 -0.45
C 0.28 -0.18 0.40
C -1.10 -0.18 1.02
N 0.55 1.43 -1.66
O 1.27 -0.26 1.38
H 0.81 -1.72 -1.07
H 0.66 -0.12 -3.11
H 0.36 2.82 -0.14
H -1.71 0.56 0.58
H -0.82 0.05 2.08
H -1.62 -1.18 1.08
H 1.94 -0.96 1.20
*
```